No. 1
{
  "formula": "C4H3Br",
  "method": "ωB97M-V/def2-TZVPD",
  "charge": 0,
  "gap_ev": [8.89, 7.29],
  "relative_energy_ev": 0.225,
  "multiplicity": 3,
  "e_homo_ev": [-8.4, -10.6],
  "species": ["C", "C", "C", "C", "Br", "H", "H", "H"],
  "coordinates": [[-0.137076, 1.164977, 0.986426], [-0.783976, 1.983161, 1.735900], [0.457146, 0.401519, 0.081362], [-0.319821, -0.717235, -0.518086], [0.755947, -2.367573, -0.491881], [1.461641, 0.820774, -0.384693], [-0.265066, -0.315278, -1.579092], [-1.168796, -0.970346, 0.170064]],
  "atomic_forces_ev_per_a": [[0.5627, -0.3495, -0.5361], [-0.9435, 1.1973, 1.3738], [2.5017, 0.7369, -0.6813], [1.4982, 0.5560, -0.0809], [-0.0198, -0.0209, -0.1325], [-2.1653, -1.1732, 0.9192], [-1.6164, -1.4693, 0.8955], [0.1825, 0.5226, -1.7577]]
}

***

No. 2
{
  "formula": "C4H3BrCl2F2",
  "method": "ωB97M-V/def2-TZVPD",
  "charge": 0,
  "gap_ev": [7.04, 7.95],
  "e_homo_ev": [-7.9, -8.6],
  "species": ["C", "C", "C", "C", "F", "F", "Cl", "Cl", "Br", "H", "H", "H"],
  "coordinates": [[-0.394747, -1.699383, -0.097616], [-1.119264, -0.523704, 0.212548], [-1.040007, 0.635912, -0.594602], [1.420042, 1.047128, 0.239432], [-0.680186, 0.379325, -1.848578], [2.112315, 1.883178, -0.522993], [-1.797980, 2.070754, -0.215275], [1.125688, 1.870239, 1.773288], [2.027986, -0.721911, 0.498908], [-0.273035, -2.557444, 0.563011], [-0.139205, -1.850310, -1.203669], [-1.241606, -0.533784, 1.195548]],
  "atomic_forces_ev_per_a": [[-1.4733, 1.2952, -2.8815], [2.7425, -2.2348, -3.4478], [1.5590, -2.3451, 1.1117], [-1.6139, 0.4338, 0.8545], [-0.3648, 0.8940, -0.4538], [0.3569, -0.6314, -0.5079], [-0.2988, 0.6527, -0.2691], [-0.0299, -0.1706, -0.1022], [0.9595, 0.4869, -0.2959], [-0.2439, 0.4938, -0.0214], [-0.1245, -0.0169, 1.8596], [-1.4687, 1.1424, 4.1537]]
}

***

No. 3
{
  "formula": "C4H3BrClNS",
  "method": "ωB97M-V/def2-TZVPD",
  "charge": 0,
  "gap_ev": [7.35, 5.50],
  "relative_energy_ev": 0.405,
  "multiplicity": 3,
  "e_homo_ev": [-7.1, -9.0],
  "species": ["C", "C", "C", "C", "N", "S", "Cl", "Br", "H", "H", "H"],
  "coordinates": [[-0.549799, -2.412354, -0.518651], [-1.115259, -0.025182, -0.381703], [-2.069251, -0.905333, -0.138093], [-0.864489, 2.593115, -0.100612], [-1.777606, -2.186628, -0.264668], [0.291402, -0.893356, -0.892955], [0.612510, 2.943681, -0.841585], [-3.839837, -0.394098, 0.428069], [-0.087391, -3.351526, -0.529779], [-0.765265, 2.666641, 1.052829], [-1.721144, 3.082876, -0.443069]],
  "atomic_forces_ev_per_a": [[0.4828, 1.7843, -0.8792], [4.4358, 3.7556, -1.8561], [-3.3082, -2.0803, 1.0405], [0.7959, 0.3473, 3.7638], [-2.1721, -2.8732, 1.0776], [-1.1048, 0.7592, 1.0715], [0.5904, 0.0727, -0.6517], [1.2436, -0.4166, -0.4281], [0.3775, -1.3310, -0.0900], [-0.2243, -0.5165, -2.0441], [-1.1165, 0.4985, -1.0043]]
}

***

Number 1: E_tot -2727.97258 a.u.. Number 2: E_tot -3848.18155 a.u.. Number 3: E_tot -3641.13661 a.u..